Record 1
DFT (the ωB97M-V functional and the def2-TZVPD basis) results for a single C27H34N4O2 molecule in a non-equilibrium geometry.

Results
HOMO level (Ha): -0.3019
Electronic energy (Ha): -1418.795621
Total charge: 0
HOMO-LUMO gap (eV): 8.65
SMILES: CC(C)Cc1nc(N2CCN(C(=O)Cc3ccccc3)CC2)c(C#N)c2c1COC(C)(C)C2

Atoms and positions in Å:
C: -0.980 -4.025 1.925
H: -0.996 -3.903 0.846
H: -1.896 -4.525 2.232
H: -0.137 -4.662 2.192
C: -0.857 -2.668 2.613
C: -0.826 -2.843 4.129
H: -1.714 -3.371 4.468
H: 0.048 -3.419 4.429
H: -0.792 -1.878 4.628
H: -1.720 -2.053 2.346
C: 0.402 -1.933 2.148
C: 0.350 -1.442 0.733
N: -0.782 -1.585 0.081
C: -0.951 -1.131 -1.161
N: -2.184 -1.392 -1.701
C: -2.681 -0.708 -2.869
H: -1.937 -0.694 -3.662
H: -3.542 -1.280 -3.227
C: -3.114 0.734 -2.479
N: -3.248 0.796 -1.042
C: -2.430 1.466 -0.180
O: -2.465 1.253 1.013
C: -1.536 2.540 -0.796
C: -0.768 3.253 0.281
C: 0.385 2.684 0.806
C: 1.091 3.322 1.809
C: 0.649 4.537 2.304
C: -0.504 5.106 1.792
C: -1.209 4.467 0.787
H: -2.110 4.916 0.393
H: -0.857 6.052 2.177
H: 1.199 5.037 3.087
H: 1.990 2.869 2.202
H: 0.729 1.733 0.429
H: -0.836 2.071 -1.493
H: -2.163 3.243 -1.348
C: -4.031 -0.310 -0.523
H: -5.001 -0.305 -1.028
C: -3.274 -1.641 -0.774
H: -2.845 -2.026 0.147
H: -3.937 -2.390 -1.213
H: -4.175 -0.142 0.544
H: -4.080 0.973 -2.938
H: -2.383 1.457 -2.833
C: 0.123 -0.502 -1.835
C: 0.064 0.069 -3.116
N: 0.088 0.600 -4.137
C: 1.349 -0.364 -1.152
C: 1.466 -0.824 0.149
C: 2.756 -0.666 0.904
O: 3.718 0.136 0.267
C: 3.836 -0.064 -1.137
C: 4.951 0.879 -1.587
H: 5.897 0.565 -1.155
H: 4.736 1.887 -1.243
H: 5.033 0.879 -2.670
C: 4.204 -1.513 -1.483
H: 5.050 -1.832 -0.880
H: 3.369 -2.187 -1.304
H: 4.478 -1.579 -2.532
C: 2.509 0.322 -1.810
H: 2.543 0.084 -2.875
H: 2.372 1.405 -1.718
H: 2.568 -0.175 1.866
H: 3.171 -1.666 1.118
H: 0.559 -1.057 2.787
H: 1.276 -2.581 2.271

In elementary charge units, the Mulliken charges are: -1.50, 0.30, 0.38, 0.41, 1.03, -1.69, 0.43, 0.35, 0.41, 0.07, -1.50, -0.38, 0.28, -0.24, -0.10, -1.00, 0.56, 0.34, -0.73, 0.02, 1.00, -0.66, -0.18, -0.86, 0.25, -0.77, -0.43, -0.68, -0.44, 0.40, 0.38, 0.39, 0.43, 0.56, -0.08, 0.67, -0.94, 0.28, -0.20, -0.20, 0.52, 0.48, 0.52, 0.33, 0.71, -0.40, -0.67, 1.44, 0.72, -1.34, -0.43, 1.71, -2.00, 0.44, 0.42, 0.37, -1.66, 0.39, 0.30, 0.45, -1.64, 0.69, 0.38, 0.40, 0.43, 0.51, 0.56


Record 2
DFT (the ωB97M-V functional and the def2-TZVPD basis) results for 2 unconnected molecules or ions with the total composition C27H34N5O3 in a non-equilibrium geometry.

Results
HOMO level (Ha): -0.4148
Electronic energy (Ha): -1548.347740
Total charge: +1
HOMO-LUMO gap (eV): 6.43

Atoms and positions in Å:
C: -1.922 0.569 3.058
C: -1.730 -0.951 2.987
C: -0.264 -1.197 2.630
N: 0.126 0.098 1.978
N: 1.415 0.374 1.752
C: 2.465 -0.268 2.088
C: -0.566 1.173 2.738
H: -2.657 0.883 2.314
H: -2.255 0.921 4.038
H: -2.009 -1.423 3.932
H: -2.335 -1.361 2.176
H: 0.334 -1.377 3.542
H: -0.138 -2.038 1.927
H: 3.428 0.223 1.884
H: 2.488 -1.256 2.583
H: -0.591 2.084 2.133
H: -0.002 1.378 3.665
C: 0.650 -4.168 -5.964
N: -0.008 -3.836 -4.724
C: -1.008 -4.617 -4.213
O: -1.410 -5.666 -4.707
C: -1.492 -3.942 -2.927
C: -1.356 -4.842 -1.695
C: -2.108 -6.150 -1.809
C: -1.430 -7.359 -1.623
C: -2.107 -8.570 -1.794
C: -3.471 -8.569 -2.105
C: -4.155 -7.360 -2.250
C: -3.478 -6.146 -2.087
N: -0.637 -2.752 -2.863
C: -0.690 -1.888 -1.828
C: -0.010 -0.669 -1.800
C: -0.170 0.253 -0.783
C: 0.427 1.570 -0.863
C: 1.614 1.805 -1.597
C: 2.037 3.128 -1.827
N: 2.848 3.410 -2.966
O: 3.125 4.607 -3.197
O: 3.214 2.465 -3.702
C: 1.477 4.221 -1.133
C: 0.315 3.988 -0.402
C: -0.241 2.712 -0.334
C: 0.261 -2.593 -4.018
C: 1.737 -2.536 -3.594
C: -0.140 -1.400 -4.899
H: 0.304 -5.152 -6.287
H: 0.408 -3.424 -6.735
H: 1.735 -4.190 -5.809
H: -2.558 -3.670 -3.068
H: -0.287 -5.043 -1.513
H: -1.726 -4.276 -0.826
H: -0.363 -7.338 -1.390
H: -1.562 -9.509 -1.696
H: -3.995 -9.514 -2.254
H: -5.216 -7.349 -2.503
H: -3.997 -5.193 -2.206
H: -1.347 -2.167 -1.004
H: 0.646 -0.388 -2.634
H: -0.899 0.040 -0.002
H: 2.182 0.991 -2.036
H: 1.938 5.196 -1.247
H: -0.161 4.829 0.104
H: -1.227 2.549 0.123
H: 1.990 -3.448 -3.034
H: 2.357 -2.484 -4.497
H: 1.956 -1.667 -2.970
H: -1.099 -1.617 -5.393
H: -0.252 -0.482 -4.319
H: 0.635 -1.252 -5.659

In elementary charge units, the Mulliken charges are: -0.59, -0.47, -0.96, 0.92, -0.89, -0.38, -0.57, 0.22, 0.39, 0.38, 0.15, 0.46, 0.34, 0.28, 0.24, 0.22, 0.38, -0.93, 0.24, 0.29, -0.67, 0.29, -0.77, 0.49, -0.38, -0.61, -0.43, -0.70, -0.26, 0.68, -0.14, -0.23, -0.64, 0.55, -0.38, -0.22, 0.94, -0.57, -0.57, -0.44, -0.69, -0.86, -0.06, -1.36, -1.46, 0.37, 0.31, 0.30, 0.23, 0.40, 0.38, 0.32, 0.38, 0.38, 0.38, 0.34, 0.66, 0.33, 0.36, 0.68, 0.51, 0.43, 0.65, 0.34, 0.51, 0.34, 0.40, 0.32, 0.48


- Look up the total charge of the first one.
  0